# 1
The following is a DFT calculation (ωB97M-V/def2-TZVPD) of a 2-piece molecular cluster, C26H25ClF6N2O2S overall in a non-equilibrium geometry.

Results
- Max |F|: 2.51 eV/A
- Highest occupied orbital energy: -5.589 eV
- 2S+1: 1
- Relative energy (zero: lowest compared OMol25 entry of this formula, charge and spin): 0.000 eV
- Kohn-Sham gap: 3.210 eV
- Calculated total energy: -74100.6070 eV

Last column: Löwdin charge in e.
Cartesian coordinates (Å):
1 C -3.85208 -1.05795 6.08566  -0.05
2 N -3.21436 0.15137 5.61163  -0.12
3 C -4.04230 1.37536 5.57551  -0.03
4 C -4.77872 1.45562 4.26857  -0.53
5 F -5.66909 2.48656 4.18299  0.13
6 F -3.90243 1.57177 3.21389  0.13
7 F -5.46680 0.28926 4.04256  0.11
8 C -2.03870 0.11994 4.90554  -0.20
9 C -1.21684 1.28031 4.84998  0.01
10 C -0.10398 1.32191 4.05361  0.03
11 C 0.34918 0.13244 3.42627  -0.22
12 C 1.72178 0.03042 3.09738  0.06
13 C 2.37800 -1.14103 2.62041  -0.18
14 C 3.72498 -0.99641 2.20384  0.00
15 C 4.39860 -2.02265 1.59992  0.01
16 C 3.73811 -3.20476 1.21031  -0.22
17 N 4.39723 -4.16595 0.45501  -0.18
18 C 4.28712 -4.21911 -0.97922  -0.05
19 C 5.24532 -5.17937 1.08144  -0.05
20 C 4.39174 -6.29108 1.62726  -0.54
21 F 5.10470 -7.37833 2.04630  0.12
22 F 3.62700 -5.85670 2.68672  0.10
23 F 3.49468 -6.70983 0.67814  0.11
24 C 2.41369 -3.41095 1.69768  0.02
25 C 1.81255 -2.44992 2.48771  0.00
26 C -0.63306 -0.89641 3.24168  0.01
27 C -1.67101 -1.01555 4.13227  0.02
28 H -3.11156 -1.64778 6.63911  0.10
29 H -4.68422 -0.78671 6.74293  0.10
30 H -4.23074 -1.67666 5.25826  0.09
31 H -4.76773 1.32279 6.39592  0.14
32 H -3.42002 2.27677 5.67587  0.13
33 H -1.47769 2.13551 5.45741  0.12
34 H 0.45410 2.24515 3.90204  0.12
35 H 2.37459 0.86646 3.37566  0.13
36 H 4.19876 -0.02030 2.35450  0.13
37 H 5.45650 -1.93199 1.36235  0.13
38 H 4.15068 -3.20875 -1.38004  0.10
39 H 5.19513 -4.67494 -1.38633  0.09
40 H 3.41071 -4.81219 -1.27583  0.09
41 H 5.92384 -5.59042 0.31561  0.14
42 H 5.78578 -4.73611 1.92780  0.15
43 H 1.88999 -4.33715 1.44715  0.12
44 H 0.88256 -2.69420 3.00291  0.10
45 H -0.53769 -1.57475 2.39881  0.12
46 H -2.24712 -1.94016 4.19010  0.12
47 Cl 0.98480 1.96423 0.71665  0.55
48 C 2.34390 2.87117 1.23061  -0.83
49 S 1.96084 4.39118 2.01631  0.53
50 C 2.91221 5.74015 1.25810  -0.27
51 C 4.18674 6.07221 1.72752  -0.07
52 C 4.84515 7.19228 1.20548  -0.09
53 C 4.24372 7.95660 0.20010  -0.10
54 C 2.98324 7.60106 -0.29044  -0.09
55 C 2.32380 6.48564 0.22981  -0.06
56 O 0.60461 4.71463 1.63061  -0.42
57 O 2.33286 4.31639 3.41211  -0.38
58 H 3.16756 3.00092 0.51288  -0.01
59 H 4.64939 5.47774 2.51913  0.11
60 H 5.82367 7.48164 1.59710  0.10
61 H 4.75269 8.83395 -0.19954  0.10
62 H 2.50523 8.20142 -1.06916  0.10
63 H 1.33404 6.21983 -0.14904  0.11



# 2
The following is a DFT calculation (ωB97M-V/def2-TZVPD) of an isolated molecule of C26H25N3O4S2.

Results
- Max |F|: 0.78 eV/A
- Highest occupied orbital energy: -8.057 eV
- 2S+1: 1
- Relative energy (zero: lowest compared OMol25 entry of this formula, charge and spin): 0.000 eV
- Structure (SMILES): C=CCn1c(SCC(=O)c2[nH]c(C)c(C(=O)OCC)c2C)nc2scc(-c3ccccc3)c2c1=O
- Kohn-Sham gap: 8.515 eV
- Calculated total energy: -61699.8071 eV

Last column: Löwdin charge in e.
Cartesian coordinates (Å):
1 C 4.08452 0.61013 4.87154  0.03
2 C 3.08692 1.24510 4.28817  -0.16
3 C 1.64898 0.84668 4.45377  -0.17
4 N 1.10207 0.37996 3.18661  0.02
5 C 0.60964 1.25001 2.27936  -0.55
6 N 0.12301 0.91464 1.12431  0.05
7 C 0.18318 -0.38652 0.80108  -0.48
8 C 0.70159 -1.37924 1.62175  -0.09
9 C 0.62299 -2.67157 1.01296  -0.22
10 C 0.04652 -2.60173 -0.21715  -0.33
11 S -0.40387 -1.00137 -0.70070  1.11
12 H -0.12495 -3.41191 -0.89795  0.08
13 C 1.10045 -3.92489 1.60461  -0.18
14 C 2.37474 -4.01110 2.15576  -0.03
15 C 2.81668 -5.20297 2.69832  -0.07
16 C 1.99708 -6.31916 2.69464  -0.09
17 C 0.73102 -6.24205 2.13918  -0.09
18 C 0.28507 -5.05289 1.59341  -0.03
19 H -0.70712 -4.98673 1.17046  0.11
20 H 0.08785 -7.11015 2.13367  0.10
21 H 2.34381 -7.24771 3.12397  0.10
22 H 3.80612 -5.26066 3.12732  0.10
23 H 3.01848 -3.14540 2.15512  0.12
24 C 1.16753 -1.01730 2.93819  -0.34
25 O 1.57247 -1.75805 3.80681  0.09
26 S 0.59912 2.95685 2.64422  1.05
27 C -0.04807 3.53564 1.04861  -0.34
28 C 0.74079 2.89973 -0.08525  -0.45
29 O 1.96026 2.86548 -0.04180  0.05
30 C 0.03891 2.45088 -1.27172  -0.17
31 C -1.27551 2.18241 -1.64015  -0.16
32 C -1.22745 1.70783 -2.97762  -0.05
33 C 0.11588 1.68552 -3.37323  -0.23
34 N 0.84181 2.13036 -2.34457  0.15
35 H 1.84668 2.21958 -2.29529  0.17
36 C 0.73613 1.26556 -4.65085  0.00
37 H 0.01035 1.33366 -5.45547  0.07
38 H 1.60661 1.87927 -4.87545  0.08
39 H 1.05485 0.22512 -4.58278  0.09
40 C -2.31143 1.30816 -3.87539  -0.43
41 O -2.13848 0.77886 -4.95089  0.10
42 O -3.53789 1.59803 -3.40389  -0.03
43 C -4.64132 1.26385 -4.24266  -0.22
44 C -4.89683 2.34316 -5.28521  -0.06
45 H -5.04471 3.30582 -4.80137  0.08
46 H -4.04725 2.41288 -5.95986  0.07
47 H -5.78386 2.09285 -5.86005  0.08
48 H -5.49257 1.16261 -3.56549  0.12
49 H -4.43788 0.30621 -4.73326  0.12
50 C -2.48460 2.27804 -0.77857  -0.03
51 H -2.30027 1.77451 0.16958  0.07
52 H -2.74819 3.31806 -0.58608  0.09
53 H -3.32639 1.80190 -1.26787  0.07
54 H 0.12680 4.61277 1.04563  0.10
55 H -1.10955 3.32482 1.00444  0.06
56 H 1.04824 1.69421 4.79822  0.09
57 H 1.56649 0.01460 5.15728  0.12
58 H 3.26180 2.08216 3.62612  0.09
59 H 5.10881 0.90849 4.72778  0.06
60 H 3.91391 -0.23500 5.51769  0.06



# 3
The following is a DFT calculation (ωB97M-V/def2-TZVPD) of C26H25N6OPtS2Se as an isolated structure in a non-equilibrium geometry.

Results
- Max |F|: 1.28 eV/A
- Highest occupied orbital energy: -9.858 eV
- Total charge: +1
- 2S+1: 1
- Kohn-Sham gap: 5.302 eV
- Calculated total energy: -128614.5947 eV

Last column: Löwdin charge in e.
Cartesian coordinates (Å):
1 Pt 0.09134 0.69190 -0.25843  0.57
2 C 2.32284 -0.24318 -2.79512  -0.04
3 C 3.06437 -0.22068 -1.48802  -0.31
4 C 4.47335 -0.34871 -1.45352  -0.01
5 C 5.12699 -0.27638 -0.26232  0.01
6 C 4.40306 -0.11566 0.93846  -0.15
7 C 5.01652 -0.07671 2.20807  -0.03
8 C 4.24583 0.04179 3.32696  -0.07
9 C 2.84354 0.12786 3.23042  -0.11
10 C 2.20946 0.10225 2.01098  -0.58
11 S 0.44669 0.18693 1.96901  0.56
12 C 2.99657 -0.02060 0.83212  -0.24
13 N 2.37010 -0.05989 -0.37577  0.04
14 H 2.90892 -0.71923 -3.58120  0.08
15 H 2.09457 0.77978 -3.10417  0.07
16 H 1.37938 -0.77329 -2.67502  0.06
17 H 5.01425 -0.49603 -2.37954  0.12
18 H 6.20895 -0.34830 -0.22230  0.13
19 H 6.09493 -0.16104 2.28060  0.12
20 H 4.70819 0.06384 4.30661  0.11
21 H 2.24593 0.21346 4.13107  0.10
22 C -5.79261 -0.21172 2.15703  -0.09
23 C -5.87052 -1.44410 1.26271  -0.23
24 C -5.13677 -1.30521 -0.06766  -0.14
25 N -3.67543 -1.23391 0.13078  0.06
26 C -2.74031 -0.79230 -0.68340  -0.75
27 S -1.12870 -1.36833 -0.46419  0.63
28 N -3.04762 -0.04264 -1.79274  0.11
29 C -3.95279 1.01678 -2.06443  -0.41
30 O -4.24785 1.18792 -3.22294  0.11
31 C -4.39255 1.96599 -0.99785  -0.16
32 C -5.49714 2.76455 -1.30909  -0.01
33 C -5.89444 3.77654 -0.45344  -0.05
34 C -5.18998 4.00355 0.72453  -0.06
35 C -4.09551 3.21165 1.03868  -0.07
36 C -3.69561 2.19462 0.18334  -0.04
37 H -6.28013 -0.40509 3.11348  0.08
38 H -6.28934 0.64118 1.68801  0.08
39 H -4.75756 0.06916 2.35751  0.07
40 H -6.91270 -1.66721 1.03434  0.12
41 H -5.47069 -2.31196 1.79884  0.11
42 H -5.48377 -0.42997 -0.60231  0.11
43 H -5.34650 -2.18378 -0.68062  0.13
44 H -3.31350 -1.79236 0.89176  0.14
45 H -2.49138 -0.28060 -2.59748  0.13
46 H -6.02027 2.58162 -2.23880  0.12
47 H -6.74814 4.39326 -0.70531  0.11
48 H -5.48917 4.80278 1.39252  0.11
49 H -3.54657 3.38223 1.95705  0.11
50 H -2.82231 1.61409 0.44293  0.08
51 Se 0.65436 4.25895 0.99371  1.23
52 N -0.21798 5.24100 -0.16560  -0.20
53 C -0.47206 4.48722 -1.21829  -0.37
54 C -1.20356 4.83406 -2.39090  0.04
55 C -1.45081 3.83774 -3.28227  -0.02
56 C -0.97509 2.50810 -3.06518  -0.09
57 N -0.26724 2.14879 -2.02649  0.02
58 C -0.00673 3.13762 -1.12830  -0.50
59 N 0.66247 2.81447 -0.03878  -0.34
60 H -1.54676 5.85050 -2.54387  0.13
61 H -2.01226 4.03933 -4.18549  0.12
62 H -1.17973 1.73449 -3.79785  0.13



# 4
The following is a DFT calculation (ωB97M-V/def2-TZVPD) of C26H26As2N2O13ReS as an isolated structure in a non-equilibrium geometry.

Results
- Max |F|: 1.12 eV/A
- Highest occupied orbital energy (alpha / beta): -13.913 / -14.043 eV
- Total charge: +2
- 2S+1: 4
- Kohn-Sham gap (alpha / beta): 7.186 / 6.107 eV
- Calculated total energy: -191602.6887 eV
- ⟨S²⟩: 3.769

Last column: Mulliken spin population.
Cartesian coordinates (Å):
1 Re 0.51901 -1.13912 -0.88970  2.49
2 O 0.67429 -1.30773 1.08639  0.02
3 C 0.39598 -2.25461 1.87106  0.01
4 C -0.10636 -3.50904 1.46596  0.02
5 C -0.43712 -4.44364 2.47678  0.01
6 C -0.94601 -5.65573 2.11129  0.01
7 C -1.13905 -6.00446 0.76968  0.01
8 C -0.81686 -5.11885 -0.23232  0.01
9 C -0.29291 -3.85698 0.09157  0.03
10 O 0.01740 -3.04558 -0.89481  0.04
11 N -1.30398 -6.63207 3.16308  0.00
12 O -1.67621 -7.71931 2.78596  0.00
13 O -1.05768 -6.30781 4.30346  0.00
14 H 0.56992 -2.03034 2.92602  -0.01
15 H -0.29898 -4.20590 3.52263  0.00
16 H -1.54173 -6.98210 0.54252  0.00
17 H -0.94905 -5.38057 -1.27119  0.00
18 O 0.31459 -1.00058 -2.85482  0.05
19 N 1.37879 -1.25640 -3.65450  0.04
20 C 1.14409 -1.27855 -4.98231  0.01
21 C 2.17905 -1.52782 -5.84392  0.01
22 C 3.45530 -1.75228 -5.32462  0.01
23 C 3.66184 -1.72253 -3.96315  0.02
24 C 2.59202 -1.46973 -3.10386  0.02
25 S 2.75410 -1.43087 -1.36488  0.07
26 H 0.11926 -1.09550 -5.26639  0.00
27 H 1.98658 -1.55005 -6.90560  0.00
28 H 4.28270 -1.95323 -5.98960  0.00
29 H 4.63792 -1.89707 -3.53554  0.00
30 C 1.18658 5.45123 -2.36482  0.00
31 O 1.07487 4.18600 -1.66616  0.00
32 C 1.12600 4.24614 -0.33530  0.01
33 O 1.26834 5.24117 0.31489  0.00
34 C 1.10734 2.85985 0.24352  0.03
35 C 1.29095 2.65095 1.55724  -0.03
36 As -0.14764 3.33815 2.80396  0.00
37 C -0.99683 4.92612 2.04379  0.00
38 C -1.36443 2.01540 1.85243  0.01
39 C -1.17190 1.23238 0.77970  -0.01
40 As 0.18687 1.42096 -0.62983  0.05
41 C -0.85677 2.14764 -2.09097  0.00
42 C -1.95727 -0.00266 0.60664  0.04
43 O -2.69641 -0.55129 1.34728  0.00
44 O -1.62563 -0.64199 -0.65685  0.00
45 C -2.61488 -1.64800 -1.05815  0.01
46 C -2.67388 1.91237 2.59854  0.00
47 O -3.71204 2.15781 2.05109  0.00
48 O -2.46781 1.71786 3.88846  0.00
49 C -3.63455 1.73041 4.75081  0.00
50 C 1.69648 1.31423 2.09622  -0.01
51 O 1.06843 0.74008 2.94853  0.00
52 O 2.82627 0.77837 1.61170  0.00
53 C 3.84826 1.60936 1.02440  0.00
54 H 0.74205 5.28854 -3.34133  0.00
55 H 2.23938 5.70820 -2.45999  0.00
56 H 0.66078 6.22908 -1.81746  0.00
57 H -0.33089 5.77588 2.17049  0.00
58 H -1.88039 5.06602 2.67185  0.00
59 H -1.29931 4.83558 1.00523  0.00
60 H -1.33673 3.06784 -1.76207  0.00
61 H -1.60902 1.40464 -2.35057  0.00
62 H -0.20330 2.34677 -2.93634  0.00
63 H -2.19414 -2.15269 -1.92102  -0.01
64 H -3.52850 -1.11856 -1.31629  0.00
65 H -2.79101 -2.33523 -0.23627  0.00
66 H -3.26915 2.02577 5.72833  0.00
67 H -4.05141 0.72679 4.78271  0.00
68 H -4.36994 2.43378 4.37045  0.00
69 H 4.77557 1.06003 1.16043  0.00
70 H 3.91292 2.56966 1.53428  0.00
71 H 3.65582 1.76379 -0.03872  0.00